Record 1
Below is the molecule C4H8O2, with properties calculated with the ωB97M-V functional and the def2-TZVPD basis.

Positions of all 14 atoms, in Å:
O: 0.08623 -0.32013 1.55448
O: -2.61851 0.23382 -0.61531
C: 0.90586 -0.71244 0.45729
C: -0.54957 -0.64311 0.32020
C: 1.83051 0.33089 -0.12361
C: -1.23124 0.46102 -0.46644
H: 1.34132 -1.70862 0.56107
H: -3.01545 0.22706 0.26451
H: 1.43342 1.33707 0.04488
H: -1.01532 1.43331 0.00788
H: 2.81766 0.27079 0.34731
H: -0.82823 0.48518 -1.48823
H: 1.96150 0.18265 -1.20287
H: -1.11817 -1.57747 0.33884

- spin multiplicity = 1
- energy relative to the best compared isomer or geometry (same formula, charge and spin) (kcal/mol) = 46.75
- orbital gap (eV) = 11.30
- total charge = 0
- SMILES string = C[C@H]1O[C@H]1CO
- E_LUMO (eV) = 0.992
- E_tot (a.u.) = -307.6379

Record 2
Below is C13H37N3O7 as an isolated structure in a non-equilibrium geometry, with properties calculated with the ωB97M-V functional and the def2-TZVPD basis.

Positions of all 60 atoms, in Å:
O: 2.37825 1.28017 -0.47649
O: -4.07841 -0.36742 -2.37274
O: 0.16413 -0.03524 -0.17578
O: -1.54732 -4.42674 -1.17998
O: -1.46232 -2.97647 0.51978
O: -0.93279 2.04789 3.59935
O: -0.72215 -2.37875 -1.40097
N: 1.41824 -0.49523 2.22836
N: 2.62118 -1.07699 0.69690
N: -0.48452 -0.57816 -2.44408
C: -1.82690 -0.32684 -0.45723
C: 3.73009 -0.73135 -0.26558
C: -2.26483 1.94283 4.24947
C: -1.75622 -0.89461 -1.86376
C: -1.17587 -3.25183 -0.65201
C: -0.37398 0.70890 3.43448
C: 3.73214 0.76544 -0.33273
C: -4.88735 0.38631 -3.15280
C: 2.24287 2.60587 -0.34909
C: -2.69747 -0.10608 -2.84866
C: 0.97177 0.90143 2.64303
C: 3.47537 -1.24977 -1.63788
C: 0.84930 1.69845 1.46983
H: -0.28034 0.15792 0.71566
H: -5.82012 0.11578 -2.80514
H: -0.04658 0.17625 4.43013
H: -4.75068 1.41610 -3.14970
H: 3.00733 -0.69157 1.64839
H: 4.27294 -0.86165 -2.26305
H: 4.61900 -1.26281 -0.01341
H: -2.17835 -4.99387 -0.59776
H: 2.20705 3.09501 0.71730
H: -4.88597 0.22330 -4.30062
H: 0.24861 -1.38849 -2.37761
H: -2.63101 -0.51921 -3.77448
H: 2.49603 -2.17036 0.57298
H: 2.00939 -0.58530 3.10710
H: 4.27892 0.74302 0.57572
H: -2.54612 0.94479 -2.96149
H: 3.54231 -2.44012 -1.94783
H: 1.51211 1.36207 3.20402
H: -0.63407 -0.85086 -3.42925
H: 0.64887 -1.05633 2.51197
H: -2.91570 1.64120 3.31544
H: -1.20871 -0.93271 0.10384
H: -2.98104 -0.53320 -0.00776
H: 1.19688 2.93713 -0.69209
H: 1.72575 2.00309 0.86198
H: -2.28321 -1.98527 -2.11507
H: -0.03955 1.49997 0.81174
H: -1.07046 0.02947 2.86892
H: 2.54126 -0.76062 -2.04456
H: 1.21382 0.00226 -0.21793
H: -2.28573 1.49772 5.08138
H: 3.06720 3.18269 -0.87678
H: -0.24786 -0.95432 -0.48890
H: -1.46949 0.71723 -0.58199
H: -2.72283 2.91652 4.40325
H: 0.65178 2.62833 1.60433
H: 4.38540 1.25505 -1.12019

- spin multiplicity = 1
- energy relative to the best compared isomer or geometry (same formula, charge and spin) (kcal/mol) = 458.98
- orbital gap (eV) = 7.75
- total charge = 0
- E_LUMO (eV) = 0.238
- E_tot (a.u.) = -1207.6717

Record 3
Below is C3Li2O3Ru as an isolated structure in a non-equilibrium geometry, with properties calculated with the ωB97M-V functional and the def2-TZVPD basis.

Positions of all 9 atoms, in Å:
Ru: -1.33434 -1.44563 1.31479
O: -1.24628 1.76101 0.73329
O: 0.11695 -2.14824 0.11818
O: 1.82391 -1.36114 -1.10482
C: -0.32714 1.12342 0.21972
C: 0.53456 0.23823 0.08394
C: 0.90912 -1.25537 -0.27321
Li: -2.78919 2.61870 0.38671
Li: 2.31241 0.46901 -1.47861

- spin multiplicity = 7
- orbital gap (alpha / beta) (eV) = 7.03 / 5.78
- total charge = +2
- E_LUMO (alpha / beta) (eV) = -8.020 / -12.323
- E_tot (a.u.) = -449.1861